<one>
Density functional theory data (ωB97M-V/def2-TZVPD) for a molecular structure, C6H14N2O2.

Structure (XYZ):
```
24
Properties=species:S:1:pos:R:3:lowdin_charge:R:1
C 1.88927 -1.29636 -0.54133 -0.06
N 1.68050 0.13588 -0.66761 -0.16
C 1.22717 0.87732 0.42536 -0.48
C 1.55788 0.53600 1.78466 0.00
O 2.85852 0.90632 -0.29635 -0.16
O 0.48810 1.94984 0.17408 0.11
H 2.72216 0.49597 1.35358 0.16
H 0.54036 2.10660 -0.78543 0.14
H 0.91385 -1.77899 -0.46973 0.07
H 2.50476 -1.56980 0.32012 0.08
H 2.40712 -1.61876 -1.44272 0.09
H 1.27825 -0.46968 2.07335 0.08
H 1.32789 1.30855 2.50778 0.09
C -2.11528 0.56712 -1.60916 -0.11
N -2.29032 0.71637 -0.18018 -0.10
C -1.91455 -0.29851 0.67000 -0.26
C -1.64430 -1.56580 0.33644 -0.03
H -2.11971 1.64400 0.17532 0.11
H -1.97895 -0.02054 1.71650 0.11
H -2.75012 -0.24250 -1.97450 0.08
H -1.07588 0.34027 -1.88490 0.07
H -2.42982 1.48430 -2.10506 0.08
H -1.62092 -1.90998 -0.68622 0.04
H -1.45595 -2.29765 1.10597 0.04
```

LUMO: 0.74 eV
frontier orbital gap: 8.995 eV

<two>
Density functional theory data (ωB97M-V/def2-TZVPD) for 2 unconnected molecules or ions with the total composition C6H14N2O2.

Structure (XYZ):
```
24
Properties=species:S:1:pos:R:3:lowdin_charge:R:1
C 2.22344 1.21450 -0.13046 0.00
C -0.32810 1.71453 -2.86256 -0.09
C 1.61301 1.80860 -1.35629 -0.54
O 1.96660 2.86393 -1.84414 0.05
N 0.47700 1.17625 -1.79968 0.00
H 1.79695 0.23349 0.10894 0.07
H 0.31722 0.21762 -1.54141 0.12
H -1.22999 2.21555 -2.49022 0.08
H 3.29550 1.10718 -0.16841 0.08
H 1.99297 1.75210 0.79044 0.08
H 0.25047 2.54480 -3.26889 0.08
H -0.67221 1.09348 -3.68605 0.08
C -0.43768 -0.24530 2.77764 -0.08
C -1.59942 -2.69493 0.17539 0.00
C -0.79282 -2.20262 1.37662 -0.54
O 0.20315 -2.73347 1.80194 0.06
N -1.29217 -1.01736 1.89543 0.00
H -1.75690 -0.46985 1.22616 0.09
H 0.10928 -0.97006 3.38103 0.08
H -0.92705 -3.19589 -0.49064 0.08
H 0.30847 0.39688 2.30766 0.07
H -0.99440 0.34717 3.49516 0.08
H -2.40597 -3.28860 0.60906 0.09
H -2.11736 -1.86802 -0.30671 0.07
```

LUMO: 0.41 eV
frontier orbital gap: 10.226 eV
SMILES string: CNC(C)=O.CNC(C)=O

Top of the stability list: <two>, leading by 0.1870 hartree.

<one>
Density functional theory data (ωB97M-V/def2-TZVPD) for 2 unconnected molecules or ions with the total composition C6H14N2O2.

Structure (XYZ):
```
24
Properties=species:S:1:pos:R:3:lowdin_charge:R:1
C -2.31839 -0.52293 -1.93324 -0.08
C -1.04155 3.02576 -1.04847 0.00
C -1.76189 1.89332 -1.78501 -0.56
O -2.48525 2.18761 -2.72400 0.03
N -1.36654 0.59929 -1.55839 0.01
H -0.78473 0.36213 -0.68550 0.12
H -1.85024 -1.62187 -1.81111 0.11
H -0.33317 3.51728 -1.85585 0.13
H -3.35840 -0.55737 -1.37308 0.12
H -2.34058 -0.60670 -2.93553 0.01
H -1.69296 3.74333 -0.57317 0.07
H -0.33866 2.74241 -0.37120 0.01
C 2.67386 0.22383 2.10028 -0.02
C 0.63591 -2.83101 1.07593 -0.08
C 1.51195 -0.51641 1.50580 -0.52
O 0.66919 0.18403 0.94018 0.01
N 1.66081 -1.89846 1.56795 -0.02
H 3.44097 -0.43855 2.40526 0.05
H 2.49187 -2.21803 2.03844 0.12
H -0.45986 -2.47994 1.39209 0.13
H 3.09078 0.90478 1.31800 0.10
H 2.36289 1.11372 2.68339 0.10
H 0.81908 -2.90598 0.03105 0.05
H 0.77492 -3.90026 1.59619 0.12
```

LUMO: 0.52 eV
frontier orbital gap: 9.662 eV
SMILES string: CNC(C)=O.CNC(C)=O

<two>
Density functional theory data (ωB97M-V/def2-TZVPD) for 2 unconnected molecules or ions with the total composition C6H14N2O2.

Structure (XYZ):
```
24
Properties=species:S:1:pos:R:3:lowdin_charge:R:1
C -1.49976 0.61750 2.18605 0.01
C -3.42639 1.03107 -1.01368 -0.07
C -1.72222 0.80776 0.72101 -0.53
O -0.83220 0.63742 -0.09680 0.03
N -2.96354 1.26090 0.34451 0.01
H -1.24854 -0.42451 2.38789 0.09
H -3.66640 1.14583 1.05761 0.12
H -2.61847 0.66592 -1.64147 0.08
H -0.59556 1.12476 2.42294 0.08
H -2.28145 1.00723 2.83178 0.08
H -4.15521 0.21322 -1.05026 0.09
H -3.85324 1.93779 -1.43455 0.08
C 3.04790 0.81479 -0.30927 -0.08
C 0.95406 -2.33175 -0.16630 0.00
C 2.06949 -1.38986 -0.54893 -0.56
O 3.07471 -1.76160 -1.13906 0.03
N 1.94523 -0.10870 -0.13206 0.00
H 1.12226 0.26223 0.32027 0.08
H 3.91949 0.43722 0.20372 0.08
H 1.37248 -3.29937 0.08449 0.08
H 3.29487 1.02026 -1.34983 0.08
H 2.77692 1.75845 0.14746 0.08
H 0.33623 -1.87050 0.60065 0.06
H 0.34431 -2.44465 -1.06574 0.09
```

LUMO: 0.52 eV
frontier orbital gap: 9.515 eV
SMILES string: CNC(C)=O.CNC(C)=O

Top of the stability list: <two>, leading by 0.0742 hartree.

<one>
Density functional theory data (ωB97M-V/def2-TZVPD) for 2 unconnected molecules or ions with the total composition C6H14N2O2.

Structure (XYZ):
```
24
Properties=species:S:1:pos:R:3:lowdin_charge:R:1
C -0.72909 2.77283 -0.70532 -0.02
C 2.89912 1.72965 -1.90237 -0.12
C 0.75999 2.75754 -0.97356 -0.45
O 1.53480 3.59778 -0.38425 -0.05
N 1.45452 1.81298 -1.79898 -0.05
H -1.25558 3.76443 -0.80887 0.10
H 0.78528 0.96808 -2.07146 0.18
H 3.49721 2.54396 -1.53481 0.06
H -1.25026 2.05631 -1.37942 0.08
H -0.85198 2.53037 0.37227 0.09
H 3.27249 0.83529 -1.32793 0.08
H 3.23738 1.47673 -3.00136 0.11
C -1.08010 -3.69294 0.02241 -0.02
C -1.11169 -0.91158 2.73678 -0.04
C -1.49065 -2.41650 0.76402 -0.56
O -2.58574 -1.89677 0.54863 0.02
N -0.57167 -1.76973 1.56893 -0.01
H -0.17076 -3.97080 0.60724 0.07
H 0.42315 -1.96102 1.41535 0.12
H -1.64554 -0.04030 2.30944 0.07
H -1.97868 -1.49974 3.12765 0.09
H -1.95081 -4.34689 0.09056 0.07
H -0.82962 -3.72384 -1.13835 0.12
H -0.36178 -0.61585 3.46339 0.07
```

LUMO: 0.42 eV
frontier orbital gap: 9.720 eV
SMILES string: CNC(C)=O.CNC(C)=O

<two>
Density functional theory data (ωB97M-V/def2-TZVPD) for 2 unconnected molecules or ions with the total composition C6H14N2O2.

Structure (XYZ):
```
24
Properties=species:S:1:pos:R:3:lowdin_charge:R:1
C 1.44909 -1.35652 2.57148 0.00
C 2.33991 0.69377 -0.49533 -0.07
C 1.49716 -0.22865 1.58230 -0.57
O 0.97581 0.85096 1.81813 0.02
N 2.21051 -0.42399 0.43664 0.01
H 1.37430 -1.04455 3.60635 0.09
H 2.19450 -1.31956 -0.02211 0.13
H 1.57992 1.44401 -0.30222 0.07
H 0.69825 -2.05753 2.34514 0.06
H 2.40790 -1.87466 2.50753 0.08
H 3.33994 1.09754 -0.38380 0.08
H 2.16661 0.34703 -1.51360 0.08
C -2.08631 1.44548 -2.47589 -0.09
C -1.65364 -0.69676 0.59040 0.01
C -1.70601 -0.34220 -0.88743 -0.56
O -1.63865 -1.12238 -1.81611 0.04
N -1.92746 0.97949 -1.11712 0.01
H -1.98281 1.67762 -0.41494 0.13
H -1.42199 0.94907 -3.17694 0.08
H -2.61038 -0.81056 1.08680 0.09
H -3.07614 1.18285 -2.86695 0.09
H -1.99403 2.52371 -2.56216 0.08
H -1.33339 -1.74645 0.49027 0.08
H -0.80309 -0.16772 0.99956 0.04
```

LUMO: 0.82 eV
frontier orbital gap: 10.351 eV
SMILES string: CNC(C)=O.CNC(C)=O

<three>
Density functional theory data (ωB97M-V/def2-TZVPD) for 2 unconnected molecules or ions with the total composition C6H14N2O2.

Structure (XYZ):
```
24
Properties=species:S:1:pos:R:3:lowdin_charge:R:1
C -0.89977 -1.92567 -1.44236 0.00
C -2.58877 -0.22533 1.48357 -0.08
C -1.91995 -1.10030 -0.70472 -0.56
O -2.77639 -0.44274 -1.26207 0.04
N -1.78815 -1.10328 0.65352 -0.01
H -0.39325 -1.30070 -2.18299 0.09
H -1.26210 -1.81817 1.12289 0.12
H -3.41299 -0.75387 1.95356 0.08
H -0.12081 -2.35217 -0.80430 0.07
H -1.40756 -2.74593 -1.95975 0.09
H -1.96704 0.19664 2.28275 0.08
H -2.98371 0.56667 0.85307 0.08
C 1.49378 0.38330 1.76302 -0.06
C 2.01926 1.86140 -1.68453 -0.01
C 2.26914 0.95440 -0.50879 -0.57
O 3.07531 0.04367 -0.54302 0.04
N 1.54466 1.25328 0.59786 0.00
H 0.72688 1.83007 0.48413 0.12
H 1.49739 0.96080 2.67851 0.08
H 1.10568 2.46138 -1.65042 0.08
H 0.58289 -0.20907 1.66411 0.06
H 2.33118 -0.29935 1.67639 0.08
H 2.88918 2.49030 -1.86599 0.08
H 1.98513 1.27467 -2.60445 0.08
```

LUMO: 0.65 eV
frontier orbital gap: 10.365 eV
SMILES string: CNC(C)=O.CNC(C)=O

Top of the stability list: <three>, leading by 0.0164 hartree.